Entry 1:
The following is a DFT calculation (ωB97M-V/def2-TZVPD) of a structure of composition C9H31AgN12O7 at a distorted geometry.

Calculated values
Total charge: +1
2S+1: 2

```
60
C9H31AgN12O7 ωB97M-V/def2-TZVPD
Ag 0.122 -0.020 -0.286
C 3.005 2.114 -2.548
C 1.575 1.850 -2.106
C 0.598 2.854 -2.727
O 1.192 0.541 -2.305
H 3.109 2.020 -3.633
H 3.697 1.390 -2.111
H 3.342 3.121 -2.301
H 1.526 2.026 -1.015
H 0.746 2.966 -3.802
H 0.797 3.844 -2.296
H -0.431 2.622 -2.457
C -1.985 -2.761 -0.822
O -1.002 -2.068 -0.631
N -1.867 -4.058 -1.250
N -3.279 -2.349 -0.657
H -2.664 -4.569 -1.580
H -0.946 -4.400 -1.456
H -4.014 -2.964 -0.356
H -3.430 -1.374 -0.473
C 2.129 -2.814 0.252
O 1.741 -1.740 -0.158
N 1.257 -3.819 0.588
N 3.453 -3.143 0.392
H 1.584 -4.686 0.973
H 0.290 -3.549 0.616
H 3.693 -4.095 0.606
H 4.161 -2.563 -0.017
C -1.146 -1.343 2.626
O -0.580 -0.618 1.822
N -0.455 -2.249 3.389
N -2.492 -1.295 2.848
H -0.910 -2.712 4.153
H 0.528 -2.358 3.217
H -3.031 -0.762 2.193
H -2.945 -1.783 3.597
C 2.800 0.683 1.997
O 1.887 0.788 1.193
N 4.120 0.701 1.652
N 2.536 0.568 3.342
H 4.319 0.918 0.692
H 4.767 0.934 2.384
H 3.311 0.624 3.979
H 1.594 0.681 3.665
C -0.783 3.138 1.043
O -0.619 2.123 0.388
N 0.196 3.640 1.848
N -1.959 3.831 1.033
H 0.053 4.462 2.403
H 1.007 3.053 1.930
H -2.075 4.726 1.472
H -2.712 3.521 0.449
C -2.836 0.532 -2.393
O -1.884 0.424 -1.642
N -2.724 0.195 -3.717
N -4.091 0.917 -1.977
H -3.499 0.274 -4.347
H -1.786 -0.009 -4.011
H -4.803 0.999 -2.677
H -4.184 1.018 -0.986
```

Mulliken population analysis, charges in e, atoms 1 to 6: number 1, Ag, carries 1.57; number 2, C, carries -1.61; number 3, C, carries 1.86; number 4, C, carries -1.34; number 5, O, carries -0.56; number 6, H, carries 0.40

***

Entry 2:
The following is a DFT calculation (ωB97M-V/def2-TZVPD) of a structure of composition C14H10AsF6N2O2Ti.

Calculated values
Total charge: +1

```
36
C14H10AsF6N2O2Ti ωB97M-V/def2-TZVPD
Ti 0.024 1.768 0.248
O 1.347 0.594 0.231
C 2.364 0.424 1.123
C 3.603 0.007 0.671
C 4.616 -0.170 1.598
C 4.398 0.040 2.959
C 3.155 0.425 3.406
C 2.110 0.644 2.493
C 0.788 0.924 2.974
N -0.166 1.305 2.190
N -1.478 1.280 2.634
C -2.244 1.174 1.597
O -1.662 1.123 0.372
C -3.697 1.098 1.655
C -4.336 1.124 2.896
C -5.716 1.055 2.950
C -6.455 0.963 1.776
C -5.819 0.939 0.543
C -4.438 1.005 0.478
H 3.760 -0.160 -0.385
H 5.593 -0.482 1.256
H 5.204 -0.112 3.663
H 2.972 0.573 4.462
H 0.534 0.737 4.014
H -3.755 1.197 3.804
H -6.220 1.074 3.906
H -7.534 0.911 1.826
H -6.398 0.869 -0.368
H -3.938 0.987 -0.480
F 0.018 3.044 -1.372
As 0.425 4.564 -0.352
F 1.486 3.284 0.429
F 0.795 5.670 0.849
F 1.656 4.947 -1.421
F -0.819 5.402 -1.093
F -0.753 3.693 0.728
```

Mulliken population analysis, charges in e, atoms 1 to 6: number 1, Ti, carries 1.00; number 2, O, carries -0.66; number 3, C, carries 0.91; number 4, C, carries -0.57; number 5, C, carries -0.44; number 6, C, carries -0.67

***

Number 1: energy -1692.24525 Ha. Number 2: energy -4483.90859 Ha.